# 1
A cluster of 9 separate species, C38H67F3N9 in total, computed with ωB97M-V with the def2-TZVPD basis set.

Last column: Löwdin charge in e.
Atoms and positions in Å:
F1 2.900 -3.889 -1.403  0.126
F2 3.029 -1.843 -0.734  0.154
F3 2.994 -2.279 -2.849  0.144
N1 1.169 5.298 -5.124  0.149
N2 1.708 -4.156 2.134  0.143
N3 -4.539 3.783 7.040  0.162
N4 -6.088 4.368 1.160  0.179
N5 7.582 -5.165 4.681  0.168
N6 -1.152 -3.786 -1.649  0.077
N7 -4.416 -0.307 -1.427  0.155
N8 -2.615 -0.822 -4.208  0.175
N9 1.603 0.644 -7.135  0.153
C1 -3.931 0.263 5.837  -0.112
C2 5.103 -4.694 2.725  -0.278
C3 -1.850 -2.433 -1.620  -0.122
C4 -4.625 0.815 -1.295  -0.217
C5 6.014 -4.640 8.080  -0.109
C6 7.535 -4.549 8.112  -0.259
C7 0.257 -3.776 -1.128  -0.070
C8 -4.891 2.242 -1.132  -0.189
C9 1.910 1.155 -6.153  -0.219
C10 -7.810 5.026 4.474  -0.103
C11 0.028 1.237 -3.829  -0.093
C12 4.019 -5.335 1.850  -0.183
C13 -4.245 0.326 7.327  -0.260
C14 0.411 -1.335 -0.893  -0.118
C15 8.115 -3.853 6.875  -0.188
C16 1.749 5.789 -5.985  -0.227
C17 -6.291 4.985 4.588  -0.279
C18 0.939 -2.533 -1.696  -0.171
C19 1.545 1.141 -3.707  -0.249
C20 2.718 -4.688 2.011  -0.228
C21 -5.587 5.630 3.389  -0.175
C22 -2.086 -1.199 -6.736  -0.169
C23 -5.865 4.923 2.140  -0.203
C24 3.421 5.316 -7.719  -0.254
C25 -1.298 -2.501 -6.929  -0.245
C26 2.475 -2.633 -1.660  -0.573
C27 -1.132 -1.353 -0.811  -0.140
C28 -4.884 2.725 7.325  -0.223
C29 5.364 -3.237 2.365  -0.103
C30 7.823 -4.588 5.644  -0.213
C31 2.250 1.808 -4.891  -0.187
C32 -3.493 2.462 0.988  -0.118
C33 2.546 6.387 -7.057  -0.183
C34 4.406 4.705 -6.732  -0.104
C35 -2.410 -0.980 -5.328  -0.198
C36 -5.315 1.370 7.664  -0.187
C37 0.045 -2.496 -6.208  -0.103
C38 -3.740 2.966 -0.430  -0.270
H1 -1.699 -4.470 -1.126  0.182
H2 2.776 4.536 -8.128  0.111
H3 -3.976 4.028 -0.409  0.091
H4 5.639 -5.117 8.985  0.073
H5 -3.335 0.545 7.888  0.113
H6 5.087 5.452 -6.323  0.081
H7 3.955 5.759 -8.561  0.110
H8 0.227 -3.772 -0.035  0.123
H9 -1.519 -0.414 -1.222  0.095
H10 3.333 1.775 -4.757  0.121
H11 -3.207 1.407 0.988  0.060
H12 -1.127 -4.131 -2.608  0.177
H13 -5.554 1.341 8.727  0.120
H14 -1.472 -1.376 0.228  0.121
H15 -8.172 6.053 4.390  0.078
H16 -8.162 4.472 3.601  0.071
H17 -0.327 0.725 -4.722  0.047
H18 1.852 0.093 -3.642  0.092
H19 7.851 -3.988 8.992  0.109
H20 3.864 4.245 -5.904  0.049
H21 -5.811 2.373 -0.561  0.102
H22 -5.900 6.670 3.277  0.124
H23 -2.843 -2.580 -1.189  0.117
H24 -1.904 -3.342 -6.586  0.109
H25 -1.139 -2.643 -7.998  0.114
H26 -1.508 -0.345 -7.097  0.121
H27 1.964 2.862 -4.952  0.082
H28 -4.602 -0.646 7.669  0.109
H29 7.707 -2.845 6.782  0.121
H30 4.303 -5.280 0.797  0.115
H31 -3.537 1.215 5.475  0.069
H32 0.674 -1.675 -6.551  0.047
H33 -5.973 5.511 5.486  0.093
H34 -3.185 -0.505 5.634  0.071
H35 4.473 -2.622 2.511  0.069
H36 7.964 -5.548 8.201  0.113
H37 1.875 6.845 -7.784  0.120
H38 -0.090 -2.388 -5.126  0.045
H39 3.909 -6.392 2.098  0.122
H40 -0.464 0.776 -2.971  0.044
H41 -2.680 3.023 1.453  0.074
H42 -5.953 3.955 4.695  0.088
H43 -6.238 1.153 7.122  0.121
H44 -4.826 0.025 5.258  0.076
H45 6.019 -5.269 2.609  0.085
H46 1.879 1.627 -2.789  0.114
H47 -4.507 5.635 3.546  0.121
H48 5.007 3.933 -7.214  0.077
H49 5.671 -5.228 7.227  0.068
H50 0.731 -4.706 -1.447  0.141
H51 9.197 -3.755 6.966  0.120
H52 4.820 -4.772 3.775  0.103
H53 -0.292 2.279 -3.882  0.087
H54 -4.379 2.573 1.609  0.047
H55 -3.014 -1.228 -7.308  0.124
H56 6.157 -2.831 2.991  0.066
H57 5.676 -3.139 1.323  0.076
H58 -2.818 2.851 -1.005  0.104
H59 -2.008 -2.126 -2.654  0.062
H60 -8.270 4.582 5.356  0.072
H61 0.807 -1.443 0.122  0.125
H62 5.563 -3.647 8.012  0.076
H63 -5.062 2.671 -2.120  0.123
H64 0.580 -3.429 -6.387  0.076
H65 0.792 -0.394 -1.293  0.108
H66 3.162 7.184 -6.639  0.123
H67 0.642 -2.424 -2.747  0.147

Summary:
Multiplicity = 1
Energy = -62050.384 eV
HOMO level = -12.85 eV
Net charge = +1
Orbital gap = 10.36 eV


# 2
A structure of composition C5H6F2O, computed with ωB97M-V with the def2-TZVPD basis set.

Last column: Löwdin charge in e.
Atoms and positions in Å:
F1 -2.352 -0.205 -0.910  0.014
F2 -2.196 0.532 1.077  0.054
O1 2.372 0.651 0.291  0.003
C1 -1.364 0.146 0.045  -0.507
C2 0.641 -1.173 0.177  -0.078
C3 1.293 0.059 -0.324  -0.287
C4 -0.664 -1.180 0.318  0.002
C5 -0.318 1.112 -0.373  0.043
H1 1.387 -0.260 -1.416  0.159
H2 1.954 0.800 1.171  0.125
H3 -0.271 1.954 0.308  0.090
H4 1.282 -2.148 0.401  0.163
H5 -1.209 -1.994 0.576  0.084
H6 -0.553 1.705 -1.341  0.134

Summary:
Multiplicity = 1
Energy = -12762.363 eV
HOMO level = -10.26 eV
Energy above the lowest of the compared OMol25 structures with the same formula, charge and spin = 159.10 kJ/mol
Orbital gap = 10.91 eV


# 3
The ion C3H2NO2S2 with charge -1, computed with ωB97M-V with the def2-TZVPD basis set.

Last column: Löwdin charge in e.
Atoms and positions in Å:
S1 -1.848 1.195 -0.154  0.608
S2 1.001 -2.108 0.169  0.879
O1 -2.656 0.669 -1.275  -0.571
O2 -2.495 1.037 1.169  -0.571
N1 -0.499 -1.372 0.067  -0.297
C1 0.943 0.411 -0.029  -0.209
C2 1.836 -0.609 0.077  -0.445
C3 -0.387 -0.093 -0.029  -0.521
H1 1.196 1.454 -0.102  0.086
H2 2.909 -0.585 0.107  0.042

Summary:
Multiplicity = 1
Energy = -30399.385 eV
HOMO level = -3.44 eV
Net charge = -1
Energy above the lowest of the compared OMol25 structures with the same formula, charge and spin = 56.61 kJ/mol
Orbital gap = 6.53 eV


# 4
A cluster of 3 separate species, C2H11NO3 in total, computed with ωB97M-V with the def2-TZVPD basis set.

Last column: Mulliken spin population.
Atoms and positions in Å:
O1 -2.205 1.393 -0.666  0.002
O2 -2.663 -1.210 0.458  0.000
O3 -0.015 0.453 0.981  0.114
N1 1.820 -0.651 0.241  0.799
C1 2.471 0.264 -0.639  0.027
C2 0.355 -0.703 0.290  -0.008
H1 -0.181 0.225 1.901  -0.002
H2 -2.606 -0.394 -0.058  0.000
H3 2.227 -0.619 1.186  -0.031
H4 -3.447 -1.666 0.145  0.000
H5 -1.337 1.340 -0.234  -0.002
H6 -2.232 2.248 -1.101  -0.001
H7 3.544 0.121 -0.617  0.017
H8 -0.062 -0.683 -0.709  0.001
H9 2.088 0.164 -1.648  0.007
H10 2.268 1.311 -0.319  0.072
H11 -0.026 -1.593 0.789  0.004

Summary:
Multiplicity = 2
Energy = -9876.063 eV
HOMO level (spin up / spin down) = -14.41 / -14.41 eV
Net charge = +1
Energy above the lowest of the compared OMol25 structures with the same formula, charge and spin = 57.22 kJ/mol
Orbital gap (spin up / spin down) = 10.90 / 5.98 eV


# 5
A structure of composition C16H25HfNO8S6, computed with ωB97M-V with the def2-TZVPD basis set.

Last column: Löwdin charge in e.
Atoms and positions in Å:
Hf1 -0.157 0.104 -0.049  1.515
S1 -0.088 0.214 -2.990  0.590
S2 -0.215 2.022 2.150  0.933
S3 1.159 -1.556 2.080  0.929
S4 -2.007 -0.701 2.115  0.909
S5 0.067 -2.570 -1.005  0.571
S6 2.439 1.028 0.433  0.920
O1 -0.407 1.120 -4.063  -0.259
O2 -0.383 2.338 -0.681  -0.141
O3 1.044 0.611 -2.143  -0.388
O4 -2.152 1.299 0.061  -0.125
O5 -1.096 -1.898 -0.326  -0.448
O6 0.325 -3.887 -0.557  -0.206
O7 1.121 -1.528 -0.768  -0.493
O8 -1.210 0.090 -2.001  -0.390
N1 -1.643 3.396 -2.754  0.212
C1 -0.148 -3.829 -3.361  -0.018
C2 -2.043 0.528 3.450  -0.465
C3 0.006 -2.861 -5.554  -0.013
C4 0.093 -2.019 3.467  -0.448
C5 2.287 2.635 1.257  -0.469
C6 -0.749 1.290 3.710  -0.458
C7 0.028 -1.443 -3.609  -0.221
C8 2.512 -0.602 2.800  -0.460
C9 -2.487 3.042 -1.567  0.001
C10 0.068 -1.592 -4.980  -0.022
C11 -1.327 -2.158 2.941  -0.476
C12 -1.639 2.207 -0.625  -0.678
C13 3.315 0.000 1.654  -0.454
C14 -0.078 -2.579 -2.782  -0.214
C15 -0.117 -3.974 -4.749  -0.011
C16 1.436 2.671 2.517  -0.445
H1 2.130 0.145 3.489  0.056
H2 -1.324 2.554 -3.284  0.116
H3 1.890 2.103 3.325  0.075
H4 -1.386 -2.944 2.186  0.084
H5 -2.376 0.029 4.361  0.103
H6 4.138 0.603 2.038  0.103
H7 3.295 2.992 1.471  0.102
H8 1.339 3.702 2.856  0.101
H9 -0.789 3.869 -2.448  0.174
H10 1.872 3.287 0.487  0.081
H11 3.757 -0.796 1.053  0.094
H12 -2.001 -2.441 3.750  0.101
H13 3.168 -1.272 3.357  0.106
H14 -2.148 4.007 -3.398  0.184
H15 0.164 -1.296 4.277  0.075
H16 -2.832 1.226 3.167  0.089
H17 0.428 -2.981 3.854  0.101
H18 0.126 -0.714 -5.609  0.124
H19 -0.202 -4.704 -2.729  0.127
H20 -2.838 3.961 -1.100  0.155
H21 -0.178 -4.963 -5.179  0.128
H22 0.045 -2.960 -6.630  0.127
H23 -0.942 2.091 4.424  0.105
H24 -3.335 2.451 -1.902  0.157
H25 0.039 0.658 4.111  0.054

Summary:
Multiplicity = 1
Energy = -101178.084 eV
HOMO level = -14.78 eV
Net charge = +2
Energy above the lowest of the compared OMol25 structures with the same formula, charge and spin = 13.22 kJ/mol
Orbital gap = 9.56 eV


# 6
A cluster of 2 separate species, C3H3F2N in total, computed with ωB97M-V with the def2-TZVPD basis set.

Last column: Löwdin charge in e.
Atoms and positions in Å:
F1 -1.464 -1.601 0.058  -0.033
F2 0.829 1.810 -0.306  0.025
N1 2.499 -1.166 -0.107  0.174
C1 -1.584 -0.377 -0.431  -0.029
C2 1.790 -0.290 0.141  -0.230
C3 0.949 0.739 0.489  -0.145
H1 0.543 0.878 1.477  0.113
H2 -2.193 0.285 0.157  0.060
H3 -1.369 -0.278 -1.478  0.064

Summary:
Multiplicity = 1
Energy = -10080.169 eV
HOMO level (spin up / spin down) = -8.88 / -9.34 eV
Energy above the lowest of the compared OMol25 structures with the same formula, charge and spin = 395.55 kJ/mol
Orbital gap (spin up / spin down) = 7.77 / 9.44 eV